Below is a 8-piece molecular cluster, C37H73BClFO25Si overall in a non-equilibrium geometry, with properties calculated with ωB97M-V/def2-TZVPD.

Calculated values
SMILES	CB(O)[Si@@](CCCF)(CCC(=O)O)CC(=O)Cl.CCOC(=O)OC.CCOC(=O)OC.CCOC(=O)OC.CCOC(=O)OC.CCOC(=O)OC.CCOC(=O)OC.CCOC(=O)OC
LUMO level	0.067	eV
E_HOMO	-9.350	eV
strongest force on any atom	1.82	eV Å⁻¹
DFT total energy	-114537.7175	eV

Atoms and positions in Å:
1 C 2.3527 1.1593 1.6806
2 B 1.5747 2.2965 0.9154
3 O 1.8450 3.6293 1.1953
4 Si 0.1359 1.7413 -0.4044
5 C -0.6367 0.1504 0.2776
6 C -2.1667 0.0869 0.2032
7 C -2.6975 -0.3265 -1.1393
8 F -2.3241 0.5993 -2.1190
9 C -1.1351 3.1426 -0.4365
10 C -0.7450 4.3347 -1.3657
11 C -1.7665 4.4929 -2.4561
12 O -2.3966 5.5071 -2.6479
13 O -1.9255 3.3750 -3.2588
14 C 1.0033 1.4975 -2.0942
15 C 0.4288 0.4215 -2.9571
16 O 0.2197 -0.7285 -2.6603
17 Cl 0.0656 0.9719 -4.6393
18 H 1.9684 1.0131 2.6891
19 H 2.2440 0.2154 1.1523
20 H 3.4169 1.3796 1.7421
21 H 2.0615 4.0762 0.3736
22 H -0.3787 0.1212 1.3363
23 H -0.1847 -0.7412 -0.1471
24 H -2.4963 -0.6676 0.9167
25 H -2.6476 1.0130 0.5027
26 H -3.7868 -0.3174 -1.1096
27 H -2.4001 -1.3310 -1.4244
28 H -2.1053 2.7654 -0.7371
29 H -1.2132 3.5363 0.5716
30 H -0.7737 5.2453 -0.7825
31 H 0.2469 4.2409 -1.8000
32 H -2.6201 2.8255 -2.8852
33 H 1.0547 2.4170 -2.6640
34 H 2.0369 1.2088 -1.9010
35 C -2.7363 -5.9190 2.2500
36 C -1.5163 -5.0271 2.1779
37 O -1.7009 -3.8205 2.9401
38 C -1.5075 -3.9350 4.2504
39 O -1.1877 -4.9338 4.8390
40 O -1.7412 -2.7421 4.7995
41 C -1.6356 -2.7074 6.2262
42 H -3.6292 -5.3684 1.9511
43 H -2.6157 -6.7772 1.5899
44 H -2.8941 -6.2840 3.2644
45 H -1.3437 -4.6967 1.1558
46 H -0.6194 -5.5453 2.5148
47 H -0.6801 -3.1051 6.5557
48 H -2.4521 -3.2674 6.6789
49 H -1.7098 -1.6627 6.5132
50 C -8.6585 1.3455 2.3087
51 C -7.6069 1.0828 1.2530
52 O -6.3000 0.9500 1.8332
53 C -6.0311 -0.2418 2.3629
54 O -6.7608 -1.1969 2.3721
55 O -4.8023 -0.1954 2.8748
56 C -4.3848 -1.4018 3.5229
57 H -8.3808 2.2079 2.9154
58 H -9.6235 1.5404 1.8414
59 H -8.7643 0.4894 2.9741
60 H -7.5337 1.9276 0.5708
61 H -7.8439 0.1975 0.6643
62 H -4.5115 -2.2621 2.8692
63 H -4.9474 -1.5450 4.4449
64 H -3.3339 -1.2848 3.7577
65 C 1.7248 -5.3816 6.7051
66 C 1.5362 -6.1822 5.4364
67 O 2.7057 -6.9682 5.1383
68 C 2.8175 -8.1051 5.8193
69 O 2.0417 -8.5335 6.6305
70 O 3.9522 -8.6966 5.4401
71 C 4.2334 -9.9208 6.1220
72 H 2.6341 -4.7808 6.6458
73 H 0.8728 -4.7235 6.8610
74 H 1.8168 -6.0382 7.5698
75 H 1.4039 -5.5183 4.5875
76 H 0.6580 -6.8207 5.4921
77 H 3.3890 -10.6032 6.0615
78 H 4.4801 -9.7242 7.1640
79 H 5.0921 -10.3596 5.6227
80 C -0.4466 10.4542 3.1855
81 C -0.6053 9.5281 1.9992
82 O 0.6025 8.7994 1.7350
83 C 0.8055 7.7347 2.5081
84 O 0.0683 7.3305 3.3679
85 O 1.9623 7.1816 2.1505
86 C 2.3329 6.0328 2.9223
87 H 0.4142 11.1086 3.0444
88 H -1.3386 11.0681 3.3086
89 H -0.2884 9.8881 4.1027
90 H -0.7997 10.0994 1.0937
91 H -1.4340 8.8356 2.1408
92 H 1.5323 5.3059 2.9425
93 H 2.6016 6.3302 3.9359
94 H 3.1983 5.5980 2.4361
95 C -2.9208 0.9846 -6.4385
96 C -3.8443 0.1952 -7.3397
97 O -4.2855 0.9750 -8.4625
98 C -3.4212 1.0630 -9.4686
99 O -2.3409 0.5391 -9.5291
100 O -3.9660 1.8301 -10.4135
101 C -3.1275 2.0468 -11.5493
102 H -3.3900 1.9221 -6.1369
103 H -2.6770 0.4113 -5.5454
104 H -1.9923 1.2309 -6.9523
105 H -4.7527 -0.0787 -6.8064
106 H -3.3735 -0.7237 -7.6872
107 H -2.7725 1.1035 -11.9577
108 H -2.2821 2.6777 -11.2797
109 H -3.7385 2.5561 -12.2885
110 C 4.0518 -5.2150 3.0144
111 C 4.4532 -5.7379 1.6545
112 O 3.6546 -5.1410 0.6193
113 C 4.0206 -3.9229 0.2349
114 O 4.9642 -3.2974 0.6396
115 O 3.1389 -3.5034 -0.6733
116 C 3.3636 -2.1764 -1.1474
117 H 2.9840 -5.3421 3.1591
118 H 4.5798 -5.7463 3.8014
119 H 4.2759 -4.1506 3.1007
120 H 4.2588 -6.8066 1.5867
121 H 5.5123 -5.5793 1.4559
122 H 4.3813 -2.0539 -1.5108
123 H 3.1619 -1.4566 -0.3550
124 H 2.6672 -2.0145 -1.9657
125 C 7.6894 2.0297 -6.3033
126 C 7.2490 2.5614 -4.9567
127 O 6.0499 3.3424 -5.0654
128 C 4.9197 2.6422 -5.1322
129 O 4.8230 1.4441 -5.0790
130 O 3.9087 3.4995 -5.2469
131 C 2.6240 2.8770 -5.3780
132 H 7.7851 2.8452 -7.0208
133 H 8.6509 1.5243 -6.2149
134 H 6.9625 1.3211 -6.6986
135 H 7.9977 3.2398 -4.5522
136 H 7.1046 1.7561 -4.2374
137 H 2.4651 2.1569 -4.5883
138 H 2.5395 2.3915 -6.3487
139 H 1.8821 3.6675 -5.3050

Cartesian forces, eV/Å:
-0.199 0.248 -0.236
0.173 -0.135 0.090
0.684 -0.759 -0.135
-0.051 0.058 0.179
-0.143 0.492 0.168
0.322 -0.524 -0.091
-0.817 0.022 0.434
0.167 0.047 -0.203
0.549 0.090 -0.726
-0.490 -0.147 0.533
-0.625 1.090 -0.476
0.648 -1.154 0.145
0.253 0.442 0.256
-0.204 -0.281 -0.316
-0.392 -1.522 0.102
0.459 1.709 -0.421
-0.099 -0.275 0.344
0.009 -0.011 0.214
-0.058 -0.247 0.044
0.116 0.137 0.173
-0.519 0.608 -0.072
0.150 0.080 0.156
0.024 -0.119 -0.220
-0.236 -0.114 0.057
0.037 0.204 0.115
-0.134 0.026 -0.088
0.460 0.040 -0.289
-0.230 -0.086 0.131
-0.152 -0.098 0.242
0.147 0.282 -0.041
0.132 -0.067 -0.169
-0.158 -0.348 -0.097
-0.076 0.217 0.007
0.113 -0.188 0.157
-0.107 0.085 0.204
0.001 -0.315 -0.285
0.072 0.069 -0.044
-0.150 0.034 -0.171
0.050 0.008 0.119
0.083 0.025 0.122
-0.036 0.114 0.145
0.022 -0.011 -0.095
0.021 0.009 -0.026
0.065 -0.035 -0.004
-0.013 0.158 0.042
-0.016 0.041 0.129
0.002 -0.076 -0.017
0.052 -0.086 -0.001
-0.027 0.029 -0.102
0.095 -0.074 0.196
-0.359 0.122 -0.155
0.062 0.033 -0.085
0.062 0.113 -0.007
-0.088 -0.123 0.011
0.076 -0.022 -0.005
0.126 -0.061 0.090
-0.027 0.061 -0.069
0.006 0.011 -0.029
-0.020 -0.043 -0.059
0.151 0.033 0.047
0.064 -0.085 0.090
-0.090 0.003 0.000
-0.076 -0.060 -0.054
0.022 0.132 -0.056
0.231 -0.107 0.128
-0.229 0.172 0.147
-0.119 -0.042 0.005
0.080 0.089 -0.090
-0.087 -0.065 0.108
0.058 -0.058 -0.033
0.112 -0.147 0.008
-0.049 0.061 -0.059
-0.047 -0.004 -0.031
-0.070 -0.025 -0.013
0.115 -0.047 -0.096
0.057 -0.103 0.040
-0.052 0.042 0.051
-0.084 -0.012 0.029
0.018 0.093 -0.058
0.174 -0.085 0.116
-0.299 0.267 0.033
0.008 0.004 -0.075
0.014 0.014 -0.132
-0.067 -0.041 0.130
0.103 -0.065 -0.029
0.179 0.052 0.227
-0.049 0.055 -0.061
-0.013 0.003 -0.028
-0.066 -0.033 -0.009
0.137 -0.049 -0.069
0.078 -0.091 0.064
-0.102 -0.014 0.052
-0.097 0.036 0.003
0.021 0.072 -0.103
0.006 0.196 -0.154
0.072 -0.181 0.364
-0.091 -0.033 0.015
-0.111 0.030 0.009
0.146 -0.045 -0.011
-0.030 0.033 -0.056
0.013 0.074 -0.176
-0.050 -0.036 0.062
-0.014 -0.036 0.007
0.020 -0.083 -0.005
-0.098 0.094 -0.104
0.059 0.068 -0.117
0.053 -0.019 0.063
0.054 -0.070 0.017
-0.080 0.018 0.075
0.111 0.392 -0.146
0.133 -0.189 0.299
0.030 -0.172 -0.090
-0.184 -0.005 0.072
0.130 0.065 0.016
-0.024 0.017 -0.099
-0.061 0.190 -0.219
-0.072 -0.129 0.028
-0.017 -0.079 0.027
0.081 -0.027 -0.041
-0.112 0.023 -0.110
-0.031 0.156 -0.080
0.050 -0.017 0.098
0.100 0.018 0.053
-0.079 -0.121 0.043
-0.186 0.006 -0.128
0.376 -0.151 0.001
0.012 0.059 0.042
0.038 0.098 0.067
-0.021 -0.142 0.000
-0.126 0.086 -0.044
-0.006 0.203 -0.099
0.083 0.027 0.037
0.014 0.012 0.025
0.010 -0.044 0.059
-0.101 0.126 -0.007
-0.129 -0.019 -0.040
0.094 -0.147 0.039
0.004 -0.111 0.051
0.095 0.089 0.000